A:
Entry from the OMol25 dataset: a molecular structure, C27H40Ge2P2Pd (ωB97M-V/def2-TZVPD).

Computed properties:
HOMO-LUMO gap (spin up / spin down) (eV): 6.101 / 5.697

Structure (ORCA input):
```
! wB97M-V def2-TZVPD RIJCOSX def2/J DEFGRID3
* xyz 3 2
Pd 0.8716 -0.1885 0.0943
C 3.2917 -0.5180 2.8042
P 1.6562 0.0256 2.3029
C 0.4494 -0.7479 3.3874
C 1.6290 1.8348 2.5822
C 0.8135 2.6405 1.5750
P 1.2983 2.1638 -0.1123
C 3.0381 2.6310 -0.2509
C 0.4131 3.1704 -1.3162
H 3.4800 -0.1669 3.8224
H 4.0467 -0.1157 2.1298
H 3.3483 -1.6049 2.7921
H 0.7322 -0.5314 4.4209
H 0.4503 -1.8271 3.2271
H -0.5508 -0.3594 3.1927
H 2.6739 2.1535 2.5726
H 1.2638 2.0204 3.5958
H 0.9945 3.7078 1.7298
H -0.2628 2.4784 1.6844
H 3.1520 3.6492 0.1299
H 3.3515 2.6242 -1.2945
H 3.6806 1.9557 0.3124
H 0.5100 4.2288 -1.0644
H -0.6384 2.8926 -1.3579
H 0.8571 2.9954 -2.2979
C 4.7511 -2.5380 -1.3406
C 3.9618 -3.1166 -0.3509
C 2.8916 -2.4177 0.1917
C 2.6195 -1.1551 -0.3110
C 3.3935 -0.5456 -1.2801
C 4.4599 -1.2670 -1.8131
H 5.5962 -3.0812 -1.7416
H 4.1781 -4.1141 0.0095
H 2.2753 -2.8852 0.9471
H 3.1694 0.4325 -1.6855
H 5.0588 -0.8171 -2.5938
C -3.2798 3.2532 -0.0997
Ge -3.4402 1.4225 0.5317
C -3.2573 1.3807 2.4689
C -4.9361 0.3846 -0.2076
Ge -1.7961 -0.1238 -0.5514
C -1.6395 -0.0950 -2.4514
C -1.0534 -1.0983 -3.2410
C -1.0647 -0.9867 -4.6199
C -1.6711 0.1105 -5.2264
C -2.2680 1.1085 -4.4607
C -2.2420 1.0142 -3.0825
C -1.3245 -1.8070 0.2696
C -2.1509 -2.1690 1.3558
C -2.0166 -3.4065 1.9576
C -1.0083 -4.2723 1.5358
C -0.1558 -3.9150 0.5009
C -0.3153 -2.6950 -0.1463
H -4.2720 3.7065 -0.0553
H -2.9306 3.3415 -1.1266
H -2.6302 3.8259 0.5622
H -4.1591 1.8059 2.9130
H -2.4208 2.0039 2.7873
H -3.1442 0.3765 2.8710
H -5.8438 0.9901 -0.1831
H -5.1140 -0.5092 0.3904
H -4.7523 0.1037 -1.2447
H -0.6281 -1.9834 -2.7969
H -0.6220 -1.7647 -5.2271
H -1.6918 0.1800 -6.3062
H -2.7586 1.9445 -4.9409
H -2.7205 1.7877 -2.4950
H -2.9365 -1.5057 1.6904
H -2.6939 -3.7024 2.7481
H -0.8968 -5.2380 2.0125
H 0.6120 -4.6018 0.1677
H 0.3180 -2.4742 -0.9940
*
```

Mulliken population analysis, charges in e, atoms 1 to 6: Pd -0.442; C -1.266; P 1.072; C -1.144; C -1.492; C -0.250



B:
Entry from the OMol25 dataset: a molecular structure, C27H40Ge2P2Pd (ωB97M-V/def2-TZVPD).

Computed properties:
HOMO-LUMO gap (spin up / spin down) (eV): 6.942 / 6.361

Structure (ORCA input):
```
! wB97M-V def2-TZVPD RIJCOSX def2/J DEFGRID3
* xyz 3 2
Pd -0.3545 -1.1243 1.6010
C 1.2391 -4.1329 0.4562
P -0.1857 -3.3983 1.2818
C -1.6368 -4.0083 0.3949
C -0.2193 -4.2043 2.9252
C -1.2275 -3.5211 3.8381
P -0.9186 -1.7242 3.8191
C 0.4648 -1.4348 4.9473
C -2.3580 -0.9273 4.5645
H 1.1675 -5.2200 0.5352
H 2.1662 -3.7975 0.9199
H 1.2494 -3.8595 -0.5980
H -1.6043 -5.0982 0.3434
H -1.6400 -3.6013 -0.6171
H -2.5533 -3.6999 0.8973
H 0.7912 -4.1480 3.3383
H -0.4505 -5.2636 2.7911
H -1.1644 -3.9014 4.8595
H -2.2505 -3.6888 3.4928
H 0.2053 -1.7906 5.9462
H 0.6818 -0.3680 4.9975
H 1.3586 -1.9551 4.6044
H -2.5067 -1.3202 5.5726
H -3.2500 -1.1224 3.9706
H -2.1990 0.1487 4.6277
C -0.8747 3.2516 1.1771
C 0.4507 2.8448 1.2987
C 0.8456 1.6016 0.8347
C -0.0881 0.7367 0.2295
C -1.4211 1.1761 0.0915
C -1.8017 2.4249 0.5611
H -1.1855 4.1921 1.6142
H 1.1746 3.4858 1.7847
H 1.8772 1.2936 0.9418
H -2.1695 0.5334 -0.3502
H -2.8415 2.7205 0.5018
C -0.5851 7.8465 -1.2599
Ge -1.1330 6.6809 -2.6696
C 0.1344 6.0650 -3.9588
C -2.9917 6.2953 -2.8794
Ge 0.6299 -0.8416 -0.6975
C -0.2376 -1.6548 -2.1857
C -1.5870 -1.4642 -2.5107
C -2.1606 -2.1668 -3.5557
C -1.4004 -3.0735 -4.2868
C -0.0623 -3.2766 -3.9762
C 0.5158 -2.5754 -2.9304
C 2.5393 -0.9407 -0.5521
C 3.3397 -0.8490 -1.6932
C 4.7224 -0.8822 -1.5825
C 5.3167 -1.0172 -0.3362
C 4.5298 -1.1081 0.8086
C 3.1512 -1.0666 0.7016
H -0.8799 8.8581 -1.5635
H 0.4919 7.8297 -1.1135
H -1.1136 7.6269 -0.3330
H -0.0119 6.6746 -4.8580
H -0.0588 5.0298 -4.2392
H 1.1563 6.1965 -3.6119
H -3.4478 7.1894 -3.3199
H -3.4665 6.1375 -1.9119
H -3.1666 5.4552 -3.5468
H -2.1946 -0.7636 -1.9565
H -3.2017 -2.0115 -3.8053
H -1.8549 -3.6209 -5.1018
H 0.5280 -3.9787 -4.5492
H 1.5620 -2.7436 -2.7013
H 2.8914 -0.7463 -2.6749
H 5.3382 -0.8077 -2.4685
H 6.3948 -1.0510 -0.2548
H 4.9968 -1.2111 1.7790
H 2.5445 -1.1337 1.6009
*
```

Mulliken population analysis, charges in e, atoms 1 to 6: Pd -0.555; C -0.969; P 0.953; C -1.140; C -0.792; C -1.085



Tell me which of them is the most stable. Sure, it is B.



A:
Entry from the OMol25 dataset: 2 unconnected molecules or ions with the total composition C2H6NO3 (ωB97M-V/def2-TZVPD).

Computed properties:
HOMO-LUMO gap (eV): 8.907

Structure (ORCA input):
```
! wB97M-V def2-TZVPD RIJCOSX def2/J DEFGRID3
* xyz -1 1
N -0.7868 2.2129 1.0750
C -0.4584 1.0061 0.4178
O 0.7811 0.7775 0.3105
O -1.4110 0.3143 0.0268
H -0.0736 2.8896 1.2464
H -1.7254 2.5451 0.9645
H 1.0173 -0.6227 -0.5843
C 0.4898 -2.4806 -0.4690
O 1.2385 -1.4628 -1.0715
H 0.8912 -2.7785 0.5162
H -0.5563 -2.1772 -0.3107
H 0.5236 -3.3650 -1.1029
*
```

Mulliken population analysis, charges in e, atoms 1 to 6: N -0.477; C 0.699; O -0.847; O -0.723; H 0.181; H 0.193



B:
Entry from the OMol25 dataset: 2 unconnected molecules or ions with the total composition C2H6NO3 (ωB97M-V/def2-TZVPD).

Computed properties:
HOMO-LUMO gap (eV): 7.149

Structure (ORCA input):
```
! wB97M-V def2-TZVPD RIJCOSX def2/J DEFGRID3
* xyz -1 1
O -1.4693 0.5428 -0.5044
C -0.4306 0.7564 0.1046
N 0.6970 0.0485 0.1600
C 1.9319 0.3565 1.0711
O 1.7628 -0.2858 2.1828
H -0.4129 1.6899 0.7636
H 0.6669 -0.8719 -0.3360
H 2.0405 1.3984 1.2062
H 2.8058 -0.0110 0.4776
H -2.2129 -0.5956 -1.6634
H -1.3959 -0.9637 -2.8716
O -2.2159 -1.2148 -2.3973
*
```

Mulliken population analysis, charges in e, atoms 1 to 6: O -0.705; C 0.018; N -0.072; C -0.349; O -0.836; H 0.247



C:
Entry from the OMol25 dataset: 2 unconnected molecules or ions with the total composition C2H6NO3 (ωB97M-V/def2-TZVPD).

Computed properties:
HOMO-LUMO gap (eV): 8.481

Structure (ORCA input):
```
! wB97M-V def2-TZVPD RIJCOSX def2/J DEFGRID3
* xyz -1 1
O 1.8856 -0.4639 1.8478
C 1.0770 -0.2445 0.9226
O 1.2618 -0.3793 -0.3181
C -0.3319 0.2422 1.3708
N -1.4039 0.1643 0.3656
H -0.5951 -0.3229 2.2653
H -0.1663 1.2718 1.6688
H -1.0500 -0.4240 -0.3787
H -1.5264 1.0676 -0.0686
H 0.1502 0.3537 -2.9452
H 0.3962 -0.6725 -1.8770
O 0.3028 -0.5925 -2.8533
*
```

Mulliken population analysis, charges in e, atoms 1 to 6: O -0.749; C 0.509; O -0.728; C -0.304; N -0.660; H 0.217



Tell me which of them is the most stable. Sure, it is A.



A:
Entry from the OMol25 dataset: 2 unconnected molecules or ions with the total composition C2H6NO3 (ωB97M-V/def2-TZVPD).

Computed properties:
HOMO-LUMO gap (eV): 8.102

Structure (ORCA input):
```
! wB97M-V def2-TZVPD RIJCOSX def2/J DEFGRID3
* xyz -1 1
O -1.2136 0.5185 2.0471
C -0.5201 0.2122 1.1062
O -0.8151 -0.5580 0.1686
C 0.8952 0.7533 0.7621
N 0.9762 1.2667 -0.6209
H 1.2639 1.5046 1.4188
H 1.4875 -0.1912 0.8015
H 0.6377 2.1785 -0.7189
H 0.5191 0.6534 -1.2593
H 0.1110 -2.6182 -2.0703
H 0.0068 -1.2978 -1.8460
O 0.3900 -1.8215 -2.6143
*
```

Mulliken population analysis, charges in e, atoms 1 to 6: O -0.733; C 0.533; O -0.670; C -0.498; N -0.557; H 0.342



B:
Entry from the OMol25 dataset: 2 unconnected molecules or ions with the total composition C2H6NO3 (ωB97M-V/def2-TZVPD).

Computed properties:
HOMO-LUMO gap (eV): 8.470

Structure (ORCA input):
```
! wB97M-V def2-TZVPD RIJCOSX def2/J DEFGRID3
* xyz -1 1
N 1.3796 1.8119 0.7800
C 1.0052 1.5100 -0.6317
O 1.5327 2.2114 -1.4967
O 0.1789 0.5642 -0.8324
H 2.2928 1.4122 0.9482
H 1.5531 2.8005 0.8072
C -1.5430 -1.8959 0.3256
O -0.7714 -1.8875 -0.8636
H -1.5639 -0.8986 0.8073
H -2.6040 -2.1122 0.0348
H -1.1170 -2.5568 1.0643
H -0.3430 -0.9592 -0.9431
*
```

Mulliken population analysis, charges in e, atoms 1 to 6: N -0.637; C 0.496; O -0.680; O -0.713; H 0.223; H 0.276



C:
Entry from the OMol25 dataset: 2 unconnected molecules or ions with the total composition C2H6NO3 (ωB97M-V/def2-TZVPD).

Computed properties:
HOMO-LUMO gap (eV): 8.999

Structure (ORCA input):
```
! wB97M-V def2-TZVPD RIJCOSX def2/J DEFGRID3
* xyz -1 1
N 0.9109 -0.7065 -2.0468
C 0.1858 -0.0373 -0.9492
O -0.9259 -0.7870 -0.5776
H 0.2872 -0.9264 -2.8768
H 1.2271 -1.6553 -1.6600
H 0.8528 0.1206 -0.0869
H -0.0785 1.0028 -1.2319
O 0.6464 1.4110 1.6896
C -0.3249 0.8710 2.2485
O -1.2750 0.1657 1.7465
H -0.3973 1.0801 3.3823
H -1.1083 -0.5388 0.3623
*
```

Mulliken population analysis, charges in e, atoms 1 to 6: N -0.659; C -0.204; O -0.600; H 0.236; H 0.269; H 0.254



Tell me which of them is the most stable. Sure, it is B.



A:
Entry from the OMol25 dataset: 2 unconnected molecules or ions with the total composition C2H7NO2 (ωB97M-V/def2-TZVPD).

Computed properties:
Structure (SMILES): NC=O.CO
HOMO-LUMO gap (eV): 10.372

Structure (ORCA input):
```
! wB97M-V def2-TZVPD RIJCOSX def2/J DEFGRID3
* xyz 0 1
N -1.0050 0.3409 1.0978
C -0.4322 0.3311 2.2962
O -0.2454 1.2091 3.1325
H -1.3648 1.2990 1.0045
H -1.5387 -0.5378 0.7513
H -0.0601 -0.8110 2.7401
C 0.4074 -0.3885 -1.9772
O 1.4319 -0.2326 -0.9849
H 0.5321 -1.3600 -2.5121
H 0.6167 0.4136 -2.6559
H -0.5908 -0.2241 -1.4525
H 2.2488 -0.0396 -1.4397
*
```

Mulliken population analysis, charges in e, atoms 1 to 6: N -0.296; C 0.065; O -0.516; H 0.231; H 0.310; H 0.197



B:
Entry from the OMol25 dataset: a molecular structure, C2H7NO2 (ωB97M-V/def2-TZVPD).

Computed properties:
HOMO-LUMO gap (spin up / spin down) (eV): 10.304 / 10.305

Structure (ORCA input):
```
! wB97M-V def2-TZVPD RIJCOSX def2/J DEFGRID3
* xyz 0 1
C -1.7559 -0.7938 0.3390
O -0.7360 -0.1008 -0.3253
H 0.2807 1.0257 -1.2921
H -2.6975 -0.2377 0.4343
H -1.4846 -1.1243 1.3530
H -2.0128 -1.7051 -0.2217
C 1.0902 1.2875 -0.5136
O 1.7134 -0.8245 0.0035
N 0.8751 0.2151 0.3913
H 1.8579 -1.3048 0.8348
H 2.0977 1.3305 -0.9323
H 0.7717 2.2323 -0.0708
*
```

Mulliken population analysis, charges in e, atoms 1 to 6: C -0.622; O -0.380; H 0.321; H 0.244; H 0.256; H 0.236



Tell me which of them is the most stable. Sure, it is A.